Entry 1:
The following is a quantum chemistry calculation of a gas-phase ion, C9H13N3O (charge +2) in a non-equilibrium geometry, from OMol25.

Results
- relative energy (zero: lowest compared OMol25 entry of this formula, charge and spin) (kcal/mol) = 134.2
- electronic energy (eV) = -16038.3258
- HOMO-LUMO gap (eV) = 8.412
- charge = +2
- SMILES string = C#[N+]c1ccccc1N(C)[NH2+]OC

Atoms and positions in Å:
C1 1.497 2.956 0.050
N1 1.402 1.800 0.100
C2 1.538 0.478 -0.031
C3 2.894 0.069 -0.409
C4 3.176 -1.236 -0.704
C5 2.285 -2.197 -0.442
C6 0.978 -1.831 -0.065
C7 0.544 -0.497 0.114
N2 -0.746 -0.089 0.479
C8 -1.130 0.892 1.681
N3 -1.784 -0.912 0.152
O1 -2.299 -0.588 -1.179
C9 -3.111 0.487 -1.061
H1 1.834 3.974 0.128
H2 3.608 0.973 -0.369
H3 4.200 -1.525 -1.100
H4 2.545 -3.223 -0.405
H5 0.186 -2.536 -0.160
H6 -0.143 1.366 1.918
H7 -1.768 1.672 1.329
H8 -1.565 0.365 2.522
H9 -1.487 -1.948 -0.107
H10 -2.597 -0.824 0.791
H11 -3.742 0.585 -0.067
H12 -3.790 0.306 -1.889
H13 -2.525 1.484 -1.276

***

Entry 2:
The following is a quantum chemistry calculation of 6 unconnected molecules or ions with the total composition C17H21BF5O18 in a non-equilibrium geometry, from OMol25.

Results
- electronic energy (eV) = -69089.3359
- HOMO-LUMO gap (eV) = 5.656
- charge = -1

Atoms and positions in Å:
O1 1.726 4.140 0.516
C1 1.820 3.041 1.489
C2 0.930 1.854 0.783
O2 2.041 1.238 -0.014
B1 3.300 1.354 0.778
O3 3.207 2.571 1.629
H1 2.173 3.900 -0.365
H2 1.473 3.501 2.510
H3 0.053 2.357 0.153
H4 0.516 0.968 1.434
H5 3.434 0.485 1.565
H6 4.273 1.493 0.118
C3 2.080 -1.774 -1.668
C4 2.437 -2.542 -2.895
O4 3.578 -3.272 -2.506
C5 3.431 -3.472 -1.166
O5 4.068 -4.290 -0.523
O6 2.478 -2.649 -0.632
F1 2.786 -1.709 -3.900
H7 2.634 -0.833 -1.581
H8 1.010 -1.557 -1.609
H9 1.656 -3.231 -3.235
C6 2.713 -6.124 2.536
C7 4.190 -6.143 2.335
O7 4.553 -7.459 2.686
C8 3.460 -8.218 2.396
O8 3.476 -9.434 2.303
O9 2.343 -7.449 2.213
F2 4.804 -5.291 3.187
H10 2.429 -5.910 3.572
H11 2.214 -5.406 1.880
H12 4.506 -5.935 1.308
C9 2.103 7.572 -3.252
C10 1.185 7.003 -2.224
O10 1.566 5.648 -2.156
C11 2.888 5.634 -2.484
O11 3.636 4.693 -2.273
O12 3.278 6.806 -3.071
F3 -0.100 7.065 -2.639
H13 1.733 7.433 -4.273
H14 2.299 8.635 -3.091
H15 1.280 7.462 -1.234
C12 -3.450 2.785 -0.232
C13 -4.368 2.217 0.796
O13 -3.987 0.861 0.864
C14 -2.665 0.847 0.536
O14 -1.917 -0.093 0.747
O15 -2.275 2.020 -0.050
F4 -5.653 2.278 0.381
H16 -3.819 2.647 -1.253
H17 -3.253 3.849 -0.071
H18 -4.273 2.676 1.786
C15 -6.721 -1.313 1.007
C16 -6.239 -2.723 1.026
O16 -7.421 -3.478 0.884
C17 -8.266 -2.683 0.170
O17 -9.276 -3.082 -0.385
O18 -7.839 -1.383 0.145
F5 -5.681 -3.026 2.219
H19 -7.044 -0.963 1.993
H20 -5.969 -0.621 0.619
H21 -5.545 -2.971 0.216

***

Entry 3:
The following is a quantum chemistry calculation of 2 unconnected molecules or ions with the total composition C5H7NO in a non-equilibrium geometry, from OMol25.

Results
- relative energy (zero: lowest compared OMol25 entry of this formula, charge and spin) (kcal/mol) = 87.6
- electronic energy (eV) = -8832.4024
- HOMO-LUMO gap (eV) = 11.253
- charge = 0
- SMILES string = N#CO[C@@H]1C=CC1.[H][H]

Atoms and positions in Å:
N1 -0.862 1.588 2.105
C1 -1.204 1.300 1.032
O1 -1.606 0.990 -0.154
C2 -1.006 -0.213 -0.732
C3 -0.438 -1.229 0.221
C4 0.799 -1.101 -0.267
C5 0.439 -0.031 -1.276
H1 -1.760 -0.543 -1.449
H2 -0.896 -1.842 0.989
H3 1.740 -1.599 -0.050
H4 0.850 0.967 -1.094
H5 0.583 -0.299 -2.329
H6 1.390 1.164 1.674
H7 1.971 0.847 1.332

***

Entry 4:
The following is a quantum chemistry calculation of a single C4H7N3OS molecule in a non-equilibrium geometry, from OMol25.

Results
- relative energy (zero: lowest compared OMol25 entry of this formula, charge and spin) (kcal/mol) = 38.7
- electronic energy (eV) = -21613.1492
- HOMO-LUMO gap (eV) = 7.904
- charge = 0
- SMILES string = Cn1cc(O)n(N)c1=S

Atoms and positions in Å:
C1 1.476 0.888 -1.271
N1 0.518 0.293 -0.456
C2 -0.277 -0.730 -0.767
C3 -0.889 -1.133 0.381
O1 -1.766 -2.138 0.588
N2 -0.525 -0.278 1.398
N3 -0.845 -0.408 2.762
C4 0.310 0.650 0.889
S1 0.954 1.801 1.825
H1 1.137 1.920 -1.620
H2 2.397 0.994 -0.655
H3 1.675 0.330 -2.182
H4 -0.437 -1.005 -1.824
H5 -1.822 -2.219 1.507
H6 -1.348 0.391 3.246
H7 0.053 -0.509 3.209